The following is a DFT calculation (ωB97M-V/def2-TZVPD) of a molecular structure, C11H18NO2.

Cartesian coordinates (Å):
C (1.417, 1.313, 2.661)
C (1.111, 1.998, 1.503)
C (0.925, 0.099, 3.004)
C (0.437, 1.591, 0.447)
C (1.366, -0.887, -2.561)
C (0.220, 0.052, -3.012)
C (1.222, -0.869, -1.039)
C (-0.883, -0.131, -1.988)
C (-0.168, -0.468, 2.165)
C (-0.457, 0.436, 0.413)
C (-2.817, -0.009, 0.593)
N (-0.206, -0.507, -0.695)
O (-0.065, -1.762, 1.709)
O (-1.775, 0.924, 0.562)
H (2.176, 1.734, 3.451)
H (1.714, 2.867, 1.204)
H (1.107, -0.584, 3.831)
H (0.559, 2.043, -0.578)
H (1.199, -1.845, -2.880)
H (2.441, -0.622, -2.787)
H (0.641, 1.127, -3.101)
H (-0.259, -0.157, -3.953)
H (1.535, -1.817, -0.594)
H (1.817, -0.135, -0.464)
H (-1.402, 0.875, -1.767)
H (-1.387, -1.037, -2.361)
H (-1.148, -0.143, 2.632)
H (-2.674, -0.697, 1.444)
H (-2.936, -0.442, -0.406)
H (-3.777, 0.574, 0.774)
H (-0.618, -1.326, -0.323)
H (0.687, -2.195, 2.115)

As for the lowest unoccupied orbital energy: -3.20 eV. As for the energy above the lowest of the compared OMol25 structures with the same formula, charge and spin: 83.5 kcal per mole. As for the charge: +1.

List of Löwdin charges in e, atom by atom: C -0.09; C -0.09; C -0.02; C -0.04; C -0.12; C -0.15; C -0.08; C -0.09; C -0.19; C -0.31; C -0.07; N -0.02; O -0.01; O -0.12; H 0.16; H 0.13; H 0.13; H 0.15; H 0.08; H 0.15; H 0.15; H 0.11; H 0.14; H 0.14; H 0.17; H 0.15; H 0.16; H 0.10; H 0.08; H 0.13; H 0.14; H 0.11


The following is a DFT calculation (ωB97M-V/def2-TZVPD) of a single C11H18NPS molecule.

Cartesian coordinates (Å):
C (-0.568, -0.222, -2.686)
C (0.638, 0.279, -1.950)
C (2.033, -0.048, -2.605)
P (0.786, -0.566, -0.241)
C (1.510, 0.804, 0.832)
C (2.855, 0.202, 1.199)
C (0.867, 1.025, 2.303)
N (-0.917, -0.560, 0.208)
C (-1.528, -1.746, 0.520)
C (-2.774, -1.792, 1.034)
C (-3.378, -0.600, 1.480)
C (-2.910, 0.606, 1.146)
C (-1.693, 0.637, 0.390)
S (-1.219, 2.154, -0.334)
H (-0.614, -0.045, -3.733)
H (-0.487, -1.423, -2.631)
H (-1.406, -0.057, -2.078)
H (0.527, 1.299, -1.688)
H (2.177, 0.561, -3.457)
H (2.104, -1.136, -2.783)
H (2.960, 0.219, -1.923)
H (1.521, 1.753, 0.365)
H (2.641, -0.606, 1.972)
H (3.369, -0.229, 0.308)
H (3.427, 1.038, 1.587)
H (-0.148, 1.449, 2.027)
H (1.451, 1.586, 3.031)
H (0.512, 0.115, 2.595)
H (-0.834, -2.573, 0.365)
H (-3.110, -2.729, 1.543)
H (-4.265, -0.853, 2.065)
H (-3.529, 1.458, 1.138)

As for the lowest unoccupied orbital energy: -0.05 eV. Its SMILES is CC(C)P(C(C)C)n1ccccc1=S. As for the charge: 0.

List of Löwdin charges in e, atom by atom: C -0.13; C -0.59; C -0.13; P 1.11; C -0.53; C -0.20; C -0.09; N -0.25; C -0.13; C -0.09; C -0.08; C -0.11; C -0.67; S 0.65; H 0.07; H 0.12; H 0.01; H -0.02; H 0.05; H 0.07; H 0.09; H 0.06; H 0.10; H 0.05; H 0.07; H 0.04; H 0.08; H 0.02; H 0.10; H 0.12; H 0.12; H 0.09


The following is a DFT calculation (ωB97M-V/def2-TZVPD) of 2 unconnected molecules or ions with the total composition C11H18O3.

Cartesian coordinates (Å):
O (0.289, 3.163, -1.249)
C (-0.181, 2.403, -0.427)
C (-0.750, 1.042, -0.749)
C (-0.300, -0.106, 0.224)
C (-0.593, -1.369, -0.580)
O (-1.719, -1.713, -0.970)
C (0.800, -2.115, -0.834)
C (1.818, -0.973, -0.523)
C (3.162, -1.104, 0.164)
C (3.342, 0.198, 1.114)
C (2.054, 0.945, 0.949)
C (1.147, -0.180, 0.635)
H (-0.330, 2.693, 0.718)
H (-0.570, 0.675, -1.765)
H (-1.830, 1.188, -0.741)
H (-1.031, -0.075, 1.089)
H (0.998, -2.938, -0.148)
H (0.672, -2.535, -1.833)
H (1.970, -0.307, -1.368)
H (4.003, -1.212, -0.524)
H (3.099, -2.008, 0.825)
H (3.528, 0.011, 2.234)
H (4.299, 0.775, 0.822)
H (2.267, 1.793, 0.251)
H (1.857, 1.436, 1.916)
H (1.175, -0.986, 1.359)
C (-4.134, -0.046, 1.480)
O (-3.904, -0.208, 0.092)
H (-4.288, -1.053, 1.934)
H (-5.021, 0.631, 1.605)
H (-3.273, 0.347, 2.016)
H (-3.038, -0.540, -0.078)

As for the lowest unoccupied orbital energy: 0.44 eV. Its SMILES is O=CC[C@H]1C(=O)C[C@@H]2CCC[C@H]21.CO. As for the energy above the lowest of the compared OMol25 structures with the same formula, charge and spin: 13.7 kcal per mole. As for the charge: 0.

List of Löwdin charges in e, atom by atom: O 0.05; C -0.27; C -0.09; C -0.20; C -0.28; O 0.08; C 0.00; C -0.27; C -0.14; C -0.17; C -0.20; C -0.29; H 0.16; H 0.13; H 0.12; H 0.16; H 0.12; H 0.12; H 0.15; H 0.10; H 0.12; H 0.13; H 0.13; H 0.13; H 0.12; H 0.16; C -0.16; O -0.13; H 0.08; H 0.09; H 0.06; H -0.01


Which value of charge does entry 3 give? 0